1.
Molecular formula: C5H6S
Method: DFT, the ωB97M-V functional and the def2-TZVPD basis

The geometry in XYZ format:
```
12
C5H6S the ωB97M-V functional and the def2-TZVPD basis
H 3.79 0.42 -0.47
H -0.07 -1.35 -0.78
H -0.21 1.48 0.27
S -3.31 -0.19 -0.30
C 1.70 -0.31 -0.10
H -0.71 0.77 -1.20
C -1.92 0.15 0.46
H -1.97 0.20 1.51
H 0.16 -1.09 0.98
C -0.58 0.55 -0.18
C 2.84 0.04 -0.19
C 0.28 -0.69 0.01
```

Results
HOMO level (eV): -8.844
Lowest unoccupied orbital energy (eV): -0.277
Orbital gap (eV): 8.57
Strongest force on any atom (Eh/bohr): 0.047
E_tot (eV): -16114.53973

natural (NBO) population analysis, charges in e, atoms 1 to 4: 0.2340, 0.2442, 0.2306, 0.0581

***

2.
Molecular formula: C25H41BrN2P2Pb
Method: DFT, the ωB97M-V functional and the def2-TZVPD basis

The geometry in XYZ format:
```
72
C25H41BrN2P2Pb the ωB97M-V functional and the def2-TZVPD basis
H 0.16 2.44 -2.31
C -2.55 -0.29 -1.36
H -4.50 -2.12 -0.30
H -4.40 -3.65 0.60
C -3.27 3.42 1.21
H 0.14 -2.18 2.94
P 2.52 -0.52 0.42
H -3.65 0.00 -3.18
H 4.71 -0.55 -1.63
H 3.56 4.99 0.23
H 0.50 -0.83 3.85
C -5.30 2.62 2.17
H -1.96 -3.47 0.84
C 0.92 2.99 -1.72
H -3.40 0.01 -0.72
C 1.82 3.76 0.42
H 3.10 -2.29 1.95
H -2.76 -2.04 1.53
C 0.79 3.11 -0.31
C -3.86 -2.99 -0.08
H 1.92 -2.82 0.73
H -0.09 -1.76 -2.36
H 4.24 1.17 -1.40
H 3.90 0.34 -2.95
C -4.76 1.35 2.37
H -3.69 -1.68 -2.59
C -3.43 1.10 1.99
H 3.44 1.66 0.85
H 2.23 -1.15 -1.90
C -4.58 3.67 1.59
H -1.09 -1.21 3.51
H 4.91 -2.27 0.17
H -5.00 4.66 1.43
H -2.64 4.18 0.73
N 2.87 4.34 -1.63
C 3.50 0.67 1.33
H -0.42 -4.16 -2.82
H 5.04 -0.71 2.05
C -0.46 -2.42 -1.56
H 3.04 0.79 2.33
C -1.14 -3.65 -2.16
C 2.85 -2.24 0.87
H -2.21 -1.03 -3.38
C 2.81 4.40 -0.30
N -0.13 -1.22 3.14
H 0.44 -2.73 -0.98
C -1.34 2.08 0.96
C -0.34 2.58 0.35
H 5.44 0.10 0.50
H -1.45 -4.37 -1.39
Br -7.09 2.96 2.71
C 4.96 0.23 1.48
C 3.98 -2.84 0.03
H -3.67 -3.54 -1.02
H -5.35 0.56 2.82
H -2.01 -3.37 -2.77
P -1.54 -1.48 -0.46
C 1.96 3.68 -2.33
H 4.15 -3.87 0.36
Pb 0.04 -0.05 0.97
H 1.82 0.54 -1.60
C -3.05 -0.80 -2.71
C -2.70 2.17 1.42
C -2.54 -2.57 0.58
H -3.00 0.11 2.15
C 3.94 0.20 -1.85
H 3.73 -2.85 -1.04
H 5.50 1.01 2.03
H 1.79 3.78 1.52
C 2.56 -0.25 -1.37
H -1.95 0.63 -1.50
H 2.02 3.68 -3.42
```

Results
HOMO level (eV): -18.476
Lowest unoccupied orbital energy (eV): -14.975
Orbital gap (eV): 3.50
Charge: +4
Strongest force on any atom (Eh/bohr): 0.022
E_tot (eV): -123394.20064

Mulliken population analysis, charges in e, atoms 1 to 4: 0.5986, -0.2137, 0.3601, 0.4358

***

3.
Molecular formula: C26H34FN5O2
Method: DFT, the ωB97M-V functional and the def2-TZVPD basis

The geometry in XYZ format:
```
68
C26H34FN5O2 the ωB97M-V functional and the def2-TZVPD basis
C 0.44 -3.22 0.91
H -0.62 1.90 -1.88
H -3.14 1.08 -1.79
C -3.50 1.45 1.61
C -4.32 -0.42 -0.83
H 3.29 1.46 1.08
N -0.97 -2.89 -1.07
C -0.35 3.90 0.07
H -4.30 0.83 2.01
H -0.19 -4.72 -0.50
H 3.08 -3.44 1.42
H -2.42 -0.31 3.40
H 0.66 -3.41 -2.21
C -3.81 2.62 0.94
C -1.47 3.03 0.58
H 0.23 4.29 0.91
H -1.49 -4.11 0.55
C 0.21 2.60 -2.02
H 4.03 1.40 -2.36
C 1.25 -1.85 -0.87
H 1.98 2.41 -3.31
H 4.32 2.48 -0.97
H 2.58 -1.75 2.92
H 4.80 -1.01 1.64
H -0.01 -2.36 1.44
N 1.60 -2.83 0.13
C 4.09 0.41 -0.45
C 0.22 -2.50 -1.80
C -1.18 1.84 1.24
C -2.04 -0.73 -1.44
C 1.50 1.89 -2.47
H -0.80 -0.31 2.69
C -3.25 -2.50 -0.38
C -2.18 1.04 1.76
H 2.15 -1.59 -1.43
C -0.61 -3.83 -0.03
H -3.32 -3.51 0.00
H 0.82 -0.93 -0.43
C -3.16 0.07 -1.40
C 1.79 2.74 -0.33
C 2.79 -2.52 0.90
C 3.90 -0.43 1.85
H -0.14 1.56 1.36
O 4.63 -0.58 -0.91
H 1.32 0.85 -2.77
H -0.05 -1.85 -2.63
C -2.80 3.41 0.43
C -2.05 -2.04 -0.94
C -4.37 -1.70 -0.32
H 1.79 -0.77 1.70
H 0.75 -3.96 1.65
H -0.11 3.37 -2.73
C -1.87 -0.24 2.47
H -5.29 -2.07 0.11
H 4.02 0.09 2.81
H -0.76 4.75 -0.50
F -5.43 0.36 -0.79
H -1.14 -0.32 -1.87
H 3.57 -2.30 0.17
N 2.33 1.94 -1.29
O 2.31 3.00 0.75
C 2.68 -1.36 1.91
N 3.76 0.58 0.83
N 0.58 3.19 -0.76
H -4.84 2.92 0.82
H -2.16 -1.09 1.84
H -3.04 4.33 -0.09
C 3.74 1.62 -1.33
```

Results
HOMO level (eV): -7.481
Lowest unoccupied orbital energy (eV): 0.652
Orbital gap (eV): 8.13
Strongest force on any atom (Eh/bohr): 0.012
E_tot (eV): -41778.58068

natural (NBO) population analysis, charges in e, atoms 1 to 4: -0.2352, 0.1961, 0.2281, -0.2366

***

4.
Molecular formula: C5H14F15Na4O22S5
Method: DFT, the ωB97M-V functional and the def2-TZVPD basis

The geometry in XYZ format:
```
65
C5H14F15Na4O22S5 the ωB97M-V functional and the def2-TZVPD basis
H -20.54 14.69 -0.02
F -17.20 13.84 6.32
O -17.33 16.87 -1.78
O -14.67 13.65 4.67
F -20.36 18.38 5.31
O -16.14 17.35 5.27
H -16.75 20.10 1.76
O -20.10 14.37 5.10
F -15.52 13.71 -1.13
F -14.12 11.21 3.18
O -20.28 15.73 -4.50
H -17.07 12.42 -0.24
O -19.39 14.08 -6.10
H -18.30 13.32 -0.23
F -21.54 19.34 3.63
O -16.27 16.92 0.42
Na -18.47 14.76 2.08
O -15.83 14.63 2.68
F -17.56 11.73 6.38
O -18.77 12.96 3.66
H -19.72 17.59 -0.23
O -19.85 17.16 -1.07
S -19.47 13.07 4.94
Na -14.69 17.96 1.84
H -21.50 11.63 1.36
O -19.59 18.09 1.56
H -18.98 16.86 -1.32
O -16.81 19.26 2.22
C -15.13 11.99 2.71
C -19.37 13.17 -3.52
S -16.75 16.09 -0.64
S -14.76 13.77 3.22
F -14.21 15.29 -0.67
O -18.55 16.82 3.41
H -21.42 10.50 2.36
F -15.17 11.92 1.39
O -20.61 14.14 0.76
F -19.47 19.82 3.84
F -18.52 13.43 -2.46
O -23.27 16.89 0.90
H -21.47 13.73 0.68
H -15.46 17.73 4.71
O -13.43 14.12 2.69
O -17.94 12.53 0.16
C -18.15 12.91 6.38
F -19.05 12.10 -4.18
O -20.41 11.90 5.17
O -20.94 16.45 2.78
H -22.92 16.22 1.49
H -16.82 17.07 4.66
O -20.88 11.15 1.91
S -19.25 14.69 -4.74
F -16.29 11.56 3.22
H -22.50 17.33 0.55
O -17.77 15.17 -0.11
Na -22.31 15.29 4.82
F -20.64 13.15 -3.14
C -20.36 18.84 4.04
S -19.81 17.39 2.85
Na -18.45 10.90 2.07
O -17.93 15.31 -4.57
C -15.28 15.00 -1.37
F -15.14 15.30 -2.68
H -17.48 18.78 1.74
F -18.68 13.05 7.60
```

Results
HOMO level (eV): -4.868
Lowest unoccupied orbital energy (eV): -0.095
Orbital gap (eV): 4.77
Charge: -1
Strongest force on any atom (Eh/bohr): 0.107
E_tot (eV): -163070.17550

natural (NBO) population analysis, charges in e, atoms 1 to 4: 0.5178, -0.2933, -0.9289, -0.9783

***

5.
Molecular formula: C26H56N3O5S
Method: DFT, the ωB97M-V functional and the def2-TZVPD basis

The geometry in XYZ format:
```
91
C26H56N3O5S the ωB97M-V functional and the def2-TZVPD basis
H 1.25 -2.23 -8.14
H -1.43 0.53 9.30
H 3.78 -1.98 -3.50
H -3.67 1.17 -1.75
H -0.88 4.69 0.89
H 0.63 0.62 7.49
H -6.22 -0.68 -3.87
H 2.84 -0.89 -1.04
H 4.93 -3.30 -3.56
C -0.88 -1.86 7.11
N 0.73 -0.82 3.14
O -5.56 1.97 -4.44
C 1.71 -2.59 -6.06
H -7.48 0.07 -4.84
H 3.13 0.13 4.65
H -0.05 -0.51 -6.22
H -2.65 -1.26 8.23
C -6.45 -0.29 -4.86
C -3.37 4.11 -0.11
C 0.60 -0.58 -5.34
H 2.72 -2.62 4.15
N -0.51 -0.46 2.65
H -6.39 -1.12 -5.56
H -2.57 6.07 0.40
H 0.85 -2.26 5.49
H 5.70 -0.35 -3.91
C -1.94 3.65 2.47
H -0.18 -2.52 -7.14
H -5.36 2.76 -2.62
C 0.61 -1.58 7.49
S 3.32 -0.57 2.35
H -6.00 1.13 -2.60
H -4.47 0.45 -5.32
H 0.87 -3.87 -7.57
C -0.29 0.10 1.52
H 4.70 -0.45 4.17
H 5.76 -0.24 -1.71
H -1.09 0.47 0.90
C 0.43 -0.21 8.19
H -1.07 -1.38 6.15
H -2.34 2.66 2.68
H 0.88 0.43 -5.07
H -1.05 -0.64 -3.96
H -4.02 4.01 0.76
C -0.15 -1.22 -4.18
H -2.76 4.37 2.58
H -3.71 0.25 -3.25
H 6.80 -1.72 -3.96
C -5.50 0.82 -5.26
H -5.76 1.18 -6.26
C 3.62 -0.25 -1.47
H 3.41 -1.39 6.86
O 1.81 -1.23 -5.67
C -3.86 1.24 -2.82
H 2.83 -3.04 6.56
C 1.60 -0.43 2.27
H 0.48 -1.25 -3.29
N -1.67 -1.08 8.08
H 1.07 -0.02 9.05
H -0.47 -2.24 -4.41
H -4.04 6.10 -0.57
C 3.41 -2.06 4.78
H -1.19 3.90 3.22
H 2.74 -2.91 -6.26
H -1.18 -2.88 6.95
C -1.32 3.70 1.08
C 3.64 -0.68 4.13
H -3.11 1.91 -3.25
H 1.35 -3.20 -5.23
C -0.97 -0.16 8.61
H 1.26 -0.59 5.72
C 5.77 -1.42 -4.13
C 4.98 -0.90 -1.32
H 4.35 -2.60 4.79
H 3.59 0.71 -0.97
C -5.26 1.77 -3.07
C -3.10 5.58 -0.41
C 2.81 -2.01 6.20
H -0.50 2.98 1.03
H 5.54 -1.55 -5.19
O 5.08 -2.18 -1.89
C 0.86 -2.81 -7.30
C 4.82 -2.25 -3.29
H 3.36 -0.09 -2.52
H 0.89 -2.36 8.19
O 1.01 0.17 1.21
H -2.49 5.67 -1.31
H -3.90 3.66 -0.95
O -2.20 3.33 0.04
C 1.35 -1.57 6.15
H 5.20 -1.04 -0.26
```

Results
HOMO level (eV): -10.806
Lowest unoccupied orbital energy (eV): -4.211
Orbital gap (eV): 6.60
Charge: +1
Strongest force on any atom (Eh/bohr): 0.038
E_tot (eV): -53403.99568

Mulliken population analysis, charges in e, atoms 1 to 4: 0.3127, 0.4622, 0.0377, 0.3318

***

6.
Molecular formula: C31H21Cl4GdN7O7PSi
Method: DFT, the ωB97M-V functional and the def2-TZVPD basis

The geometry in XYZ format:
```
73
C31H21Cl4GdN7O7PSi the ωB97M-V functional and the def2-TZVPD basis
C -2.36 0.03 3.19
C -0.13 2.27 3.78
N 2.09 5.45 -3.04
O 2.46 -3.21 -1.73
H -2.36 1.02 3.61
H -3.36 -4.23 -2.48
C 3.61 -0.47 3.87
Cl -2.23 2.80 0.38
C 2.05 3.21 -2.20
H 2.75 1.37 1.19
C 1.34 0.04 2.24
O -3.92 -2.31 -1.18
H 0.54 -5.39 -3.81
C -1.56 -1.67 1.65
H -1.91 4.95 4.70
H -3.85 -2.98 3.72
O -1.25 -6.93 -4.27
O 0.15 -1.46 -1.66
C -1.80 -2.86 -2.03
H -2.77 4.66 2.34
C 1.32 -0.85 3.30
C -1.47 -4.92 -3.13
P -0.14 0.66 1.46
H 3.80 4.24 -2.91
C 2.73 4.33 -2.69
C -0.67 3.25 4.60
H -3.85 -0.63 4.56
C 2.99 -0.06 -1.40
C -2.82 -1.86 -1.53
N 2.08 0.88 -1.38
Cl 0.47 0.52 -5.04
H -2.52 -3.51 1.71
H 0.38 -1.32 3.49
C -3.27 -0.91 3.71
Cl -1.59 2.90 -5.17
N 4.14 0.44 -1.81
Cl -2.73 -0.15 -4.87
N -2.02 -6.16 -3.69
H 5.06 -0.02 -1.91
C -2.48 -2.56 2.15
C -3.27 -2.21 3.24
C 3.69 0.36 2.75
O -3.22 -6.30 -3.60
H 0.20 6.32 -3.18
N 0.73 3.23 -1.99
C -0.10 -4.67 -3.26
H 0.54 1.55 4.22
O -2.40 -0.62 -1.48
Si -1.22 1.10 -4.22
H 4.61 0.91 2.50
C 0.76 5.41 -2.85
H 2.26 -1.83 4.97
C 2.57 0.62 1.96
N 1.80 -3.32 -2.77
H -1.00 4.23 -2.41
H -0.38 3.30 5.65
C 2.73 1.98 -1.88
C -1.60 4.14 4.08
C -1.48 3.02 1.94
C 2.41 -1.13 4.14
O 2.26 -3.30 -3.89
Gd -0.57 0.62 -1.42
C -2.32 -4.04 -2.53
C -0.54 2.17 2.43
C -1.51 -0.37 2.13
H -1.04 -1.97 0.77
H 4.41 -0.52 4.60
H 2.81 -1.11 -1.15
C 0.09 4.31 -2.38
C -2.07 3.98 2.78
C -0.42 -2.57 -2.08
C 0.38 -3.57 -2.67
N 4.00 1.75 -2.12
```

Results
Spin multiplicity: 8
HOMO level (spin up / spin down) (eV): -8.347 / -8.433
Lowest unoccupied orbital energy (spin up / spin down) (eV): -1.465 / -0.909
Orbital gap (spin up / spin down) (eV): 6.88 / 7.52
Strongest force on any atom (Eh/bohr): 0.046
E_tot (eV): -145342.88689

Mulliken population analysis, charges in e, atoms 1 to 4: -0.6647, -0.1936, -0.5759, -0.6433

***

7.
Molecular formula: C51H47BN11O7Pd
Method: DFT, the ωB97M-V functional and the def2-TZVPD basis

The geometry in XYZ format:
```
118
C51H47BN11O7Pd the ωB97M-V functional and the def2-TZVPD basis
C 3.76 -0.83 -2.42
H 4.55 -1.50 -2.06
C 0.10 1.46 -6.40
C -0.45 1.87 -4.09
C 3.90 -1.02 2.69
C -1.84 0.44 -5.40
H 2.16 3.51 5.24
C 4.14 -0.26 -3.78
H 1.79 5.17 -0.98
N 5.01 -0.68 4.83
H 3.50 4.07 -0.37
H 1.17 1.49 0.83
O 0.22 -0.86 5.93
H -4.41 0.99 -4.21
H 1.84 -6.16 2.57
H -0.23 2.35 -3.16
C -2.51 0.86 -3.06
H 4.87 -1.00 2.21
H -2.19 3.12 3.82
O 3.78 -0.40 0.09
C 3.79 -0.91 4.03
C -4.28 -2.07 1.29
C 0.96 -0.30 -2.73
H 3.96 3.20 3.58
C -1.01 -3.17 -3.63
N -1.39 1.12 1.26
C -1.00 1.92 2.34
H 5.18 0.08 -3.80
O 4.88 -0.64 6.03
C -3.55 -3.15 1.70
C -2.15 2.45 2.98
H 1.86 -4.93 0.42
H 1.25 2.72 -5.10
C 2.95 2.90 3.33
C 0.34 2.17 2.70
C 3.59 0.26 -1.36
C 1.40 -1.01 3.96
H -5.99 -0.90 1.89
C 1.38 -1.21 2.51
H -6.23 -1.82 0.41
C 1.40 1.94 1.79
C 0.38 2.07 -5.19
H -4.76 2.94 3.31
C -1.31 -2.90 -2.27
C -3.90 0.84 -3.27
N -3.42 -1.19 0.73
H 1.62 -0.03 -3.55
H 3.48 2.18 1.37
C 2.29 2.37 -0.92
C 1.93 3.09 4.27
H 1.02 3.34 0.47
C 3.51 3.04 -0.71
H -2.69 -0.23 -5.48
N 2.81 -1.19 0.55
H 2.86 -1.44 -2.50
H -1.39 -4.00 -4.21
H 0.73 1.62 -7.26
C -5.76 -1.84 1.40
C -4.65 2.22 2.51
C 2.54 -0.90 4.67
C 2.73 -1.21 1.94
C 0.07 -1.35 -2.93
C 1.03 3.16 -0.61
O -0.89 -0.64 4.11
C -0.02 -5.30 3.21
C -5.92 0.52 -1.72
C -1.02 0.64 -6.50
C 0.64 2.75 3.96
H -5.14 2.60 1.62
C -2.21 -2.86 1.37
B -3.65 0.27 0.34
O 0.36 -1.29 1.83
H -5.14 1.29 2.80
H -0.03 -5.83 4.15
H 0.15 2.56 -0.83
C -1.05 -3.74 1.68
N -2.15 -1.68 0.78
H -6.21 1.12 -0.85
C -1.05 -4.43 2.89
H -6.51 0.84 -2.57
N -2.24 0.70 -1.76
H 5.75 0.61 -1.49
H 0.04 5.05 -0.98
C -0.13 -2.19 -4.04
C 2.27 1.05 -1.34
Pd -0.67 -0.44 -0.25
N -2.68 1.17 1.24
C 1.04 -5.48 2.32
H 3.52 0.61 -4.05
C 2.68 2.33 2.09
H 0.02 -3.39 -0.14
H 0.96 4.47 -2.36
C 1.04 -4.79 1.12
H 4.02 -1.01 -4.56
N 0.14 -0.83 4.72
H -6.17 -0.52 -1.50
C -1.56 1.05 -4.18
C -3.20 1.99 2.27
C 0.01 -3.92 0.80
H -1.86 -4.27 3.60
C 0.95 4.54 -1.28
C 4.80 1.12 -1.32
H -1.97 -3.46 -1.62
C 4.75 2.42 -0.97
H 5.67 2.99 -0.89
H 2.49 -0.77 5.74
H -6.21 -2.65 1.97
H -0.14 2.89 4.69
N -0.67 -1.82 -1.86
C -4.47 0.66 -2.04
H -4.76 0.56 0.64
O 2.05 -1.74 -0.17
N -3.46 0.54 -1.15
H -1.25 0.15 -7.44
H -3.92 -4.05 2.17
N 1.06 0.36 -1.59
O 6.05 -0.53 4.22
H 0.32 -2.07 -5.02
```

Results
Spin multiplicity: 5
HOMO level (spin up / spin down) (eV): -9.708 / -9.969
Lowest unoccupied orbital energy (spin up / spin down) (eV): -4.241 / -6.227
Orbital gap (spin up / spin down) (eV): 5.47 / 3.74
Charge: +1
Strongest force on any atom (Eh/bohr): 0.023
E_tot (eV): -88513.71084

Mulliken population analysis, charges in e, atoms 1 to 4: -1.1327, 0.5648, -0.7009, 0.2681

***

Question: The highest E_tot belongs to which entry?
Answer: C5H6S